Entry from the Open Molecules 2025 dataset: C33H31Ge2N5Ni as an isolated structure (ωB97M-V/def2-TZVPD).

Its highest occupied orbital energy (spin up / spin down) is -10.97 / -10.95 eV. Its LUMO energy (spin up / spin down) is -4.076 / -3.616 eV. Its HOMO-LUMO gap (spin up / spin down) is 6.9 / 7.3 eV.

Structure (ORCA input):
```
! RIJCOSX wB97M-V def2-TZVPD def2/J DEFGRID3
* xyz 1 2
Ni 0.222 -0.023 -0.030
C -1.947 -1.661 -3.149
C -2.889 -2.496 -2.544
C -2.907 -2.597 -1.179
C -1.989 -1.876 -0.391
N -1.088 -1.064 -0.990
C -1.080 -0.979 -2.341
N -2.090 -2.102 0.963
C -1.389 -1.493 1.855
N -0.446 -0.526 1.656
C 0.099 -0.145 2.849
N 1.007 0.746 3.049
C 1.506 1.560 2.061
C 2.301 2.629 2.519
C 2.744 3.591 1.651
C 2.414 3.488 0.298
C 1.696 2.396 -0.106
N 1.254 1.432 0.736
C -0.548 -0.927 3.922
C -0.364 -0.931 5.290
C -1.145 -1.813 6.031
C -2.076 -2.648 5.415
C -2.260 -2.632 4.037
C -1.478 -1.758 3.307
H -1.888 -1.549 -4.222
H -3.593 -3.058 -3.143
H -3.606 -3.232 -0.655
H -0.326 -0.327 -2.765
H 2.505 2.667 3.579
H 3.330 4.425 2.014
H 2.721 4.231 -0.423
H 1.440 2.259 -1.150
H 0.363 -0.281 5.756
H -1.034 -1.852 7.106
H -2.667 -3.317 6.026
H -2.984 -3.273 3.551
C 2.453 -0.240 -3.349
Ge 3.473 -0.873 -1.797
C 4.611 -2.412 -2.225
C 4.617 0.598 -1.196
Ge 1.907 -1.761 -0.115
C 2.630 -1.975 1.676
C 2.001 -2.673 2.706
C 2.611 -2.824 3.939
C 3.867 -2.277 4.167
C 4.507 -1.576 3.158
C 3.889 -1.424 1.925
C 1.004 -3.362 -0.777
C 1.111 -3.635 -2.143
C 0.557 -4.782 -2.695
C -0.128 -5.674 -1.884
C -0.260 -5.409 -0.527
C 0.301 -4.266 0.020
H 3.134 0.165 -4.097
H 1.775 0.565 -3.056
H 1.864 -1.028 -3.818
H 5.334 -2.106 -2.983
H 4.048 -3.261 -2.605
H 5.163 -2.734 -1.341
H 5.331 0.799 -1.996
H 5.185 0.367 -0.298
H 4.048 1.506 -1.018
H 1.016 -3.096 2.567
H 2.101 -3.362 4.727
H 4.344 -2.397 5.131
H 5.486 -1.146 3.328
H 4.403 -0.867 1.152
H 1.632 -2.948 -2.801
H 0.664 -4.977 -3.754
H -0.558 -6.573 -2.306
H -0.801 -6.096 0.109
H 0.167 -4.088 1.076
*
```